[1]
One molecule with the formula C3H8O2. Source: OMol25; level of theory: wB97M-V/def2-TZVPD.

## Properties
* SMILES: OCCCO
* total charge: 0
* orbital gap: 0.41496 hartree

Last column: natural (NBO) charge in e.
Atoms and positions in Å:
C 0.82802 -0.94168 0.49434  -0.0757
O 2.29310 -1.07120 0.51729  -0.7139
C 0.36784 0.30829 -0.44599  -0.4459
C -1.02481 0.74420 0.02072  -0.0781
O -1.71964 1.76442 -0.85326  -0.7446
H 0.39146 -0.85779 1.50960  0.1726
H 0.40144 -1.84998 -0.05820  0.1658
H 2.36694 -2.02024 0.55971  0.4662
H 0.19766 0.04892 -1.61029  0.2207
H 1.25198 1.12851 -0.40181  0.2282
H -1.08619 1.20570 1.03427  0.1775
H -1.63221 -0.18326 -0.03609  0.1631
H -2.63558 1.72410 -0.73028  0.4642


[2]
A 12-piece molecular cluster, C38H102N2O12 overall. Source: OMol25; level of theory: wB97M-V/def2-TZVPD.

## Properties
* SMILES: COC[C@H](C)N.COC[C@H](C)N.CC(C)O.CC(C)O.CC(C)O.CC(C)O.CC(C)O.CC(C)O.CC(C)O.CC(C)O.CC(C)O.CC(C)O
* total charge: 0
* orbital gap: 0.34995 hartree

Last column: Mulliken charge in e.
Atoms and positions in Å:
C 1.62493 -5.67925 1.86433  -1.6601
C 1.69907 -4.57999 0.88116  1.5128
C 1.44345 -5.16144 -0.51880  -1.0572
O 0.80922 -3.48045 1.11726  -0.0661
H 0.83407 -6.35902 1.81332  0.3115
H 1.68199 -5.24158 2.86630  0.3790
H 2.49885 -6.35345 1.80938  0.3934
H 2.64219 -4.09118 0.90660  -0.3187
H 2.31713 -5.70342 -0.88120  0.4653
H 1.34530 -4.35608 -1.27290  -0.2253
H 0.56528 -5.78029 -0.60130  0.2853
H -0.02461 -3.76515 1.50273  -0.3951
C -2.26134 -4.54908 -3.04187  -1.2591
C -2.04377 -2.99515 -3.12539  1.4002
C -0.56961 -2.70903 -2.95159  -0.2811
O -2.60962 -2.53390 -4.38892  -0.6395
H -3.34431 -4.77472 -3.20778  0.3378
H -1.91560 -4.86797 -2.09025  0.0968
H -1.66169 -4.98268 -3.78431  0.4482
H -2.61474 -2.55754 -2.29247  -0.5073
H -0.29184 -1.61896 -3.07198  -0.0261
H 0.10914 -3.32103 -3.58241  0.5763
H -0.41845 -2.97378 -1.93492  -0.4853
H -1.88438 -2.02727 -4.84710  0.3726
C -4.26820 4.08747 -6.52446  -1.3235
C -2.84721 4.01678 -6.02525  0.4536
C -2.66635 4.83835 -4.72445  -0.4841
O -2.51219 2.65246 -5.80034  -0.4789
H -4.60767 5.15248 -6.53409  0.3211
H -4.89576 3.54546 -5.81064  0.2887
H -4.36899 3.67871 -7.51477  0.4119
H -2.18912 4.41299 -6.79223  0.2538
H -2.89927 5.86829 -4.87876  0.5128
H -1.60179 4.73368 -4.52433  -0.0822
H -3.28272 4.59834 -3.83160  -0.0662
H -2.40411 2.26979 -6.67409  0.2883
C 1.39638 0.06594 3.40952  -0.6519
C 2.46361 -0.96204 3.09083  0.5210
C 2.29476 -2.20881 4.02004  -1.5561
O 2.39694 -1.40956 1.72155  0.8418
H 0.42051 -0.44315 3.21713  -0.2525
H 1.48229 0.99760 2.83157  -0.0457
H 1.47875 0.27190 4.47017  0.6973
H 3.48828 -0.60943 3.18217  0.5048
H 2.50581 -1.90443 5.08813  0.4812
H 3.08381 -2.95070 3.79461  0.3002
H 1.31098 -2.65587 4.08483  0.1617
H 1.71776 -2.14042 1.67588  -0.2509
C 0.52870 4.43019 -2.52389  -1.4457
C 0.23603 2.94854 -2.44242  0.8358
C 1.07137 2.02867 -3.34320  -0.8054
O 0.48716 2.58581 -1.05946  0.5070
H 0.42770 4.79407 -3.55426  0.3341
H 1.48709 4.61147 -2.03452  0.3022
H -0.25035 4.94375 -1.91336  0.1762
H -0.82545 2.80995 -2.65359  0.1835
H 1.13435 2.25746 -4.41729  0.3880
H 0.84480 0.95509 -3.29669  -0.0451
H 2.08549 2.09868 -2.88294  0.1279
H 0.47870 1.59328 -0.91212  -0.2269
C 2.25862 6.32396 1.93342  -1.4943
C 1.06329 5.41277 1.79696  0.8655
C -0.01042 6.15195 1.09074  -1.5809
O 1.57463 4.27223 1.07270  -0.2968
H 1.89931 7.34131 2.17650  0.3930
H 2.77875 6.39020 0.97848  0.3377
H 2.92360 6.05916 2.77558  0.3096
H 0.63198 5.09633 2.78685  0.1845
H 0.42317 6.54436 0.19087  0.2941
H -0.39843 6.95102 1.68243  0.5099
H -0.82564 5.45658 0.97094  0.3730
H 0.85457 3.76068 0.68495  -0.1066
C -6.14493 5.73132 -0.33591  -1.1983
C -6.07033 4.23380 -0.46441  0.5346
C -4.94267 3.84081 -1.45638  -1.1071
O -5.93798 3.76429 0.84620  -0.5207
H -5.31204 6.10097 0.29455  0.2909
H -7.02554 6.07092 0.25287  0.3396
H -6.14405 6.14390 -1.43902  0.2663
H -6.99847 3.90858 -0.93229  0.1489
H -5.25274 4.05345 -2.46418  0.3673
H -4.68273 2.77257 -1.38244  0.2569
H -4.04731 4.45358 -1.32290  0.2840
H -5.56630 2.87678 0.87092  0.2801
C 5.44788 3.17854 -1.43175  -1.4111
C 5.31459 2.08330 -0.38829  0.3753
C 4.01082 1.29786 -0.49853  0.4333
O 6.41330 1.13987 -0.54041  -0.4675
H 6.28613 3.83094 -1.08852  0.4967
H 4.56367 3.80168 -1.33343  0.2943
H 5.66253 2.90617 -2.50864  0.2848
H 5.31233 2.53759 0.58533  0.1021
H 3.92407 0.87786 -1.56695  -0.1140
H 3.20310 2.01977 -0.42886  -0.0145
H 3.99718 0.51510 0.26488  -0.3053
H 7.14713 1.74253 -0.72038  0.3112
C -3.73192 -0.98451 4.13169  -1.3308
C -2.41825 -1.34559 4.83331  1.9882
C -2.24083 -0.48081 6.03962  -1.6270
O -2.33003 -2.72591 5.24915  -0.4720
H -3.59523 0.04555 3.80774  0.3586
H -4.61865 -0.99806 4.74468  0.4565
H -3.84509 -1.61265 3.24007  -0.0161
H -1.63374 -1.18242 4.08508  -0.9343
H -2.76701 -0.80037 6.93511  0.4502
H -2.54317 0.56668 5.77532  0.3750
H -1.22861 -0.44386 6.37681  0.4795
H -2.23009 -2.68906 6.20529  0.3210
C -2.75199 -5.40415 0.70757  -0.8150
C -2.97031 -4.70183 2.02346  0.8002
C -2.98674 -5.64148 3.22681  -1.6163
O -1.86373 -3.83141 2.23615  -0.1563
H -3.28047 -6.34147 0.66093  0.4889
H -1.69657 -5.62818 0.59009  -0.0612
H -2.92921 -4.72992 -0.16087  -0.0855
H -3.91120 -4.11184 1.91738  0.1676
H -3.88642 -6.29227 3.11219  0.4120
H -3.03780 -5.02313 4.11944  0.4030
H -2.14841 -6.29748 3.19334  0.3265
H -1.81614 -3.50948 3.17136  -0.2194
C 5.52507 -1.99709 1.49251  -0.6590
C 6.37234 -2.81376 0.53046  0.4129
C 5.97984 -2.55027 -0.90785  -0.5041
O 4.67940 -3.07407 -1.11453  -0.1620
C 4.18495 -2.76015 -2.41350  -0.5008
N 7.78439 -2.62173 0.78899  -0.7714
H 5.61519 -0.88426 1.42672  0.1343
H 5.79486 -2.24569 2.51807  0.3866
H 4.44512 -2.20262 1.29728  -0.0863
H 6.26035 -3.90396 0.64789  0.1295
H 6.74435 -2.90095 -1.61945  0.4057
H 6.02534 -1.43113 -1.04780  0.1087
H 4.81238 -3.18878 -3.14233  0.4407
H 4.12694 -1.65288 -2.62372  0.1804
H 3.16979 -3.15962 -2.52820  -0.0646
H 7.94122 -1.58976 0.76172  0.3114
H 8.31819 -2.98343 -0.03857  0.2991
C -1.15660 1.18784 1.50409  -1.3404
C -0.74590 -0.15856 0.79673  2.7277
C -1.79740 -0.68053 -0.07899  -0.3705
O -3.08679 -0.65448 0.60907  0.0741
C -4.02407 -1.36581 -0.14462  -0.8588
N 0.56498 0.04476 0.15044  -0.0185
H -0.27043 1.84782 1.69559  0.0672
H -1.68588 0.97975 2.46755  -0.1546
H -1.80258 1.74587 0.84493  0.5671
H -0.58546 -0.94401 1.61290  -0.7784
H -1.60657 -1.75296 -0.35572  -0.7287
H -1.79215 -0.10430 -1.03678  0.3248
H -4.11232 -0.93002 -1.13812  0.3703
H -5.00231 -1.29455 0.38628  0.2779
H -3.85924 -2.42723 -0.18224  0.0046
H 0.92661 -0.81421 -0.23106  -0.1412
H 1.25429 0.30129 0.81307  -0.3297


[3]
C16H24F6MgN8P as an isolated structure. Source: OMol25; level of theory: wB97M-V/def2-TZVPD.

## Properties
* total charge: +1
* orbital gap: 0.11497 hartree

Last column: natural (NBO) charge in e.
Atoms and positions in Å:
Mg -2.50872 0.69467 4.26795  1.8931
P -2.18508 0.08457 -0.35654  2.5883
F -1.04238 -1.08994 -0.38223  -0.5789
F -3.36813 -1.07564 -0.00028  -0.5876
F -1.80676 0.44750 1.21950  -0.6399
F -3.29377 1.26607 -0.24682  -0.5901
F -1.06928 1.21902 -0.68455  -0.5900
F -2.46140 -0.09644 -1.90952  -0.5685
C -2.43120 -5.79322 -0.98614  -0.7153
C -2.65454 -6.91538 0.01308  0.2891
N -2.80321 -7.79998 0.76944  -0.3504
H -1.43314 -5.77556 -1.42393  0.2588
H -2.35168 -4.91557 -0.34465  0.2510
H -3.16113 -5.72644 -1.79288  0.2666
C -0.55416 -4.75453 5.34826  -0.7436
C -1.04263 -3.44633 4.97153  0.4427
N -1.41768 -2.39457 4.71094  -0.5177
H -1.39128 -5.11903 5.94363  0.2761
H 0.38073 -4.60489 5.88834  0.2854
H -0.49948 -5.51432 4.56863  0.2934
C 0.15744 5.76164 -0.11295  -0.7334
C 0.05082 5.66319 1.33993  0.3224
N 0.01995 5.56478 2.50541  -0.3827
H 0.18759 6.79536 -0.45738  0.2652
H -0.71794 5.25582 -0.52032  0.2628
H 1.01484 5.21530 -0.50597  0.2660
C 2.06448 -2.94846 -2.77102  -0.7201
C 0.90322 -3.29485 -3.59641  0.2858
N -0.03533 -3.65204 -4.16053  -0.3258
H 1.90122 -3.29368 -1.75010  0.2477
H 2.31316 -1.89070 -2.85706  0.2578
H 2.91086 -3.56661 -3.07040  0.2551
C 1.70158 3.23186 -3.78118  -0.7307
C 2.39695 2.81567 -2.58955  0.3055
N 2.95728 2.46030 -1.61984  -0.3668
H 1.14623 2.45431 -4.30569  0.2655
H 2.53367 3.49762 -4.43317  0.2672
H 0.98083 3.97891 -3.44869  0.2600
C 3.06032 2.66525 4.73682  -0.7199
C 1.60134 2.23098 4.87302  0.4459
N 0.52303 1.86681 4.90016  -0.5194
H 3.58554 2.18608 3.91060  0.2754
H 3.67703 2.57907 5.63144  0.2781
H 2.99467 3.71635 4.45581  0.2760
C -3.16651 2.64075 -5.78245  -0.7159
C -2.55606 3.91221 -6.23240  0.2868
N -2.03052 4.90098 -6.56903  -0.3417
H -2.35085 2.10328 -5.29879  0.2553
H -3.56509 2.11591 -6.65066  0.2583
H -4.00860 2.79041 -5.10675  0.2574
C 2.74774 -0.91302 1.82463  -0.7243
C 2.93217 -1.41978 3.22517  0.2928
N 3.11319 -1.83961 4.29648  -0.3538
H 3.64685 -0.44512 1.42365  0.2661
H 1.97866 -0.14122 1.79395  0.2552
H 2.42502 -1.68794 1.12933  0.2641


- The highest orbital gap belongs to which entry?
  C3H8O2